[1]
Density functional theory data (ωB97M-V/def2-TZVPD) for C6H8F4O4 in the gas phase.

Each line ends with the natural charge from an NBO analysis.
Atoms and positions in Å:
C: 2.055 -0.960 0.428  -0.69
C: 2.327 0.009 -0.687  0.48
F: 3.653 -0.062 -1.001  -0.34
O: 2.135 1.368 -0.325  -0.52
C: 1.060 1.610 0.455  0.99
O: 1.141 2.105 1.542  -0.58
O: -0.080 1.333 -0.195  -0.51
C: -1.207 1.094 0.649  -0.09
C: -1.987 -0.151 0.211  -0.02
O: -1.593 -1.256 0.994  -0.70
C: -1.798 -0.517 -1.255  0.97
F: -2.071 0.536 -2.059  -0.32
F: -2.679 -1.512 -1.571  -0.33
F: -0.565 -0.987 -1.528  -0.32
H: 2.527 -0.591 1.329  0.23
H: 2.504 -1.901 0.143  0.24
H: 0.996 -1.147 0.556  0.23
H: 1.784 -0.210 -1.598  0.15
H: -0.924 0.944 1.679  0.23
H: -1.870 1.942 0.541  0.20
H: -3.041 0.052 0.360  0.20
H: -2.367 -1.699 1.332  0.49

net charge = 0
Kohn-Sham gap = 11.3 eV
structure (SMILES) = C[C@H](F)OC(=O)OC[C@H](O)C(F)(F)F
HOMO = -11.0 eV
spin multiplicity = 1


[2]
Density functional theory data (ωB97M-V/def2-TZVPD) for C6H8FN in the gas phase.

Each line ends with the natural charge from an NBO analysis.
Atoms and positions in Å:
C: 2.272 -1.273 -1.592  -0.26
C: 1.338 -0.592 -1.160  0.01
C: 0.299 0.072 -0.504  -0.19
C: -0.057 1.431 -0.959  -0.63
C: -0.949 -0.657 0.199  0.22
F: -2.098 -0.010 0.196  -0.32
C: 0.237 -0.201 1.058  -0.08
N: -0.207 0.749 2.030  -0.85
H: 2.754 -1.663 -2.537  0.25
H: 0.662 2.150 -0.411  0.23
H: -0.989 1.920 -0.553  0.26
H: 0.202 1.395 -2.173  0.24
H: -1.052 -1.798 0.494  0.18
H: 0.685 -1.003 1.484  0.20
H: 0.497 0.695 2.973  0.37
H: -1.274 0.465 2.497  0.37

net charge = 0
Kohn-Sham gap = 9.5 eV
structure (SMILES) = C#C[C@@]1(C)[C@H](F)[C@@H]1N
HOMO = -8.9 eV
spin multiplicity = 1
ΔE to the lowest compared entry with this formula, charge and spin = 5.870 eV


[3]
Density functional theory data (ωB97M-V/def2-TZVPD) for a gas-phase ion, C6H8FN2 (charge +1).

Each line ends with the natural charge from an NBO analysis.
Atoms and positions in Å:
C: -1.310 1.565 0.332  -0.29
C: -0.533 0.485 0.082  0.09
N: -0.976 -0.327 -0.981  -0.35
N: -0.111 -1.259 -1.333  -0.08
C: -0.125 -2.059 -2.412  -0.06
C: 0.835 -1.246 -0.247  0.53
F: 1.847 -2.122 -0.302  -0.26
C: 0.577 -0.152 0.630  -0.02
C: 1.582 0.296 1.676  -0.67
H: -1.991 1.945 -0.397  0.22
H: -1.033 2.185 1.093  0.22
H: -1.534 0.184 -1.643  0.42
H: -0.852 -1.875 -3.185  0.22
H: 0.432 -2.856 -2.605  0.23
H: 2.619 0.532 1.308  0.27
H: 1.920 -0.518 2.340  0.27
H: 1.010 1.057 2.245  0.25

net charge = +1
Kohn-Sham gap (spin up / spin down) = 7.3 / 7.5 eV
structure (SMILES) = C=c1[nH][n+](=C)c(F)c1C
HOMO (spin up / spin down) = -13.0 / -13.0 eV
spin multiplicity = 1
ΔE to the lowest compared entry with this formula, charge and spin = 2.962 eV


[4]
Density functional theory data (ωB97M-V/def2-TZVPD) for a molecular structure, C6H8FNO.

Each line ends with the natural charge from an NBO analysis.
Atoms and positions in Å:
C: 0.140 0.782 0.949  0.62
C: 0.979 -0.806 0.132  0.34
C: 2.088 -0.088 -0.074  0.03
C: -0.455 0.015 -0.036  -0.25
C: -0.720 0.541 -1.505  -0.58
C: -1.676 -0.835 0.428  -0.58
N: 0.423 1.566 1.817  -0.54
O: 0.807 -1.936 0.648  -0.68
F: 2.032 0.928 -0.971  -0.35
H: 3.040 -0.495 0.215  0.19
H: -1.229 1.526 -1.514  0.23
H: -1.167 -0.413 -2.022  0.23
H: 0.221 0.608 -2.003  0.24
H: -2.464 -0.424 -0.193  0.22
H: -1.525 -0.694 1.549  0.23
H: -1.626 -1.893 0.173  0.25
H: 1.132 1.619 2.407  0.40

net charge = 0
Kohn-Sham gap (spin up / spin down) = 8.0 / 8.0 eV
HOMO (spin up / spin down) = -7.8 / -7.8 eV
spin multiplicity = 1
ΔE to the lowest compared entry with this formula, charge and spin = 4.061 eV


[5]
Density functional theory data (ωB97M-V/def2-TZVPD) for 2 unconnected molecules or ions with the total composition C6H8FNS2.

Each line ends with the natural charge from an NBO analysis.
Atoms and positions in Å:
N: -1.740 2.166 -1.171  -0.30
C: -2.057 1.323 -0.364  0.24
C: -2.217 0.493 0.767  -0.34
C: -3.267 -0.392 1.067  -0.14
C: -4.217 -0.949 0.090  0.00
F: -4.023 -0.384 -1.168  -0.35
H: -1.491 1.089 1.518  0.27
H: -3.215 -0.909 2.123  0.24
H: -4.098 -1.955 -0.098  0.20
H: -5.205 -0.609 0.550  0.19
S: 2.369 1.652 0.633  0.06
C: 3.274 0.832 -0.440  -0.27
C: 3.817 -0.561 -0.250  -0.58
S: 5.673 -0.572 -0.157  -0.01
H: 3.558 1.411 -1.344  0.20
H: 3.476 -0.917 0.689  0.24
H: 3.467 -1.264 -0.998  0.24
H: 5.894 -0.453 -1.445  0.12

net charge = 0
Kohn-Sham gap = 8.4 eV
structure (SMILES) = N#C/C=C\CF.S=CCS
HOMO = -8.8 eV
spin multiplicity = 1
ΔE to the lowest compared entry with this formula, charge and spin = 1.305 eV


[6]
Density functional theory data (ωB97M-V/def2-TZVPD) for a molecular structure, C6H8GaO6.

Each line ends with the natural charge from an NBO analysis.
Atoms and positions in Å:
O: -2.107 -0.557 -0.544  -0.47
O: -0.883 1.342 -0.626  -0.75
C: -1.301 0.346 0.017  0.96
C: -2.409 -0.459 -1.941  -0.07
C: -2.957 -1.788 -2.405  -0.63
H: -3.143 0.346 -2.085  0.19
H: -1.497 -0.192 -2.493  0.19
H: -3.958 -1.972 -1.990  0.22
H: -3.036 -1.785 -3.501  0.22
H: -2.294 -2.613 -2.111  0.23
C: 1.790 1.081 1.047  -0.40
C: 2.678 1.481 2.207  -0.11
O: 3.645 0.400 2.302  -0.49
C: 3.130 -0.675 1.702  0.96
O: 2.009 -0.387 1.065  -0.50
O: 3.622 -1.778 1.774  -0.60
O: -0.904 0.104 1.230  -0.72
H: 2.314 1.388 0.121  0.20
H: 2.159 1.520 3.178  0.18
H: 3.223 2.418 2.044  0.21
Ga: -0.082 1.781 1.009  1.19

net charge = 0
Kohn-Sham gap (spin up / spin down) = 8.9 / 8.8 eV
HOMO (spin up / spin down) = -8.4 / -10.3 eV
spin multiplicity = 2
ΔE to the lowest compared entry with this formula, charge and spin = 0.000 eV


[7]
Density functional theory data (ωB97M-V/def2-TZVPD) for a molecular structure, C6H8HgLiO6.

Each line ends with the natural charge from an NBO analysis.
Atoms and positions in Å:
O: -1.100 1.611 0.404  -1.13
O: 1.716 0.227 0.875  -0.94
C: -0.947 2.321 1.581  -0.08
C: 0.454 2.213 2.176  -0.17
O: 0.738 0.927 2.741  -0.58
C: 1.451 -0.049 2.066  0.40
H: -1.678 1.986 2.346  0.16
H: -1.127 3.407 1.429  0.16
H: 0.548 2.932 3.004  0.20
H: 1.206 2.471 1.414  0.19
O: -0.082 -0.705 -1.476  -0.56
C: 0.965 -1.565 -1.973  -0.11
C: 0.336 -2.956 -1.852  -0.10
O: -1.047 -2.669 -1.571  -0.45
C: -1.213 -1.394 -1.315  1.02
H: 1.180 -1.266 -3.004  0.21
H: 1.850 -1.430 -1.345  0.25
H: 0.736 -3.534 -1.012  0.21
H: 0.389 -3.538 -2.776  0.21
O: -2.286 -0.868 -1.129  -0.70
Li: -2.562 0.849 -0.263  0.96
Hg: 0.472 1.032 -0.322  0.87

net charge = 0
Kohn-Sham gap (spin up / spin down) = 4.8 / 6.4 eV
HOMO (spin up / spin down) = -5.1 / -6.9 eV
spin multiplicity = 2
ΔE to the lowest compared entry with this formula, charge and spin = 4.773 eV


[8]
Density functional theory data (ωB97M-V/def2-TZVPD) for a molecular structure, C6H8HgLiO6.

Each line ends with the natural charge from an NBO analysis.
Atoms and positions in Å:
Li: -0.064 -1.453 -0.141  0.93
O: -0.173 0.326 0.847  -0.76
O: -2.452 1.365 0.009  -0.51
C: -3.283 0.423 0.707  -0.12
C: -2.996 -0.883 -0.020  -0.12
O: -1.776 -0.593 -0.734  -0.62
C: -1.362 0.735 -0.494  0.40
H: -2.986 0.381 1.763  0.20
H: -4.323 0.754 0.613  0.21
H: -3.761 -1.148 -0.760  0.20
H: -2.852 -1.730 0.662  0.19
Hg: 0.257 1.784 -2.003  0.78
O: 1.167 1.825 -0.108  -0.90
O: 2.128 0.311 1.268  -0.52
C: 3.266 0.157 0.432  -0.10
C: 2.790 -0.798 -0.678  -0.08
O: 1.425 -0.510 -0.825  -0.84
C: 1.066 0.682 0.451  1.00
H: 3.546 1.114 -0.039  0.19
H: 4.075 -0.268 1.036  0.19
H: 2.945 -1.848 -0.381  0.14
H: 3.364 -0.626 -1.604  0.17

net charge = 0
Kohn-Sham gap (spin up / spin down) = 6.8 / 7.6 eV
HOMO (spin up / spin down) = -7.2 / -8.5 eV
spin multiplicity = 2
ΔE to the lowest compared entry with this formula, charge and spin = 1.579 eV


[9]
Density functional theory data (ωB97M-V/def2-TZVPD) for 2 unconnected molecules or ions with the total composition C6H8INO.

Each line ends with the natural charge from an NBO analysis.
Atoms and positions in Å:
C: 0.978 -0.001 -1.288  -0.38
C: 0.029 0.312 -0.293  0.00
C: -0.154 1.610 0.360  -0.67
C: -1.081 -0.617 0.013  0.04
C: -1.499 -1.771 -0.601  0.06
O: -2.681 -2.173 -0.009  -0.38
C: -3.005 -1.193 0.779  0.33
N: -2.052 -0.302 0.881  -0.48
H: 1.079 -1.001 -1.753  0.19
H: 1.725 0.667 -1.630  0.20
H: -1.105 1.479 0.864  0.26
H: 0.674 1.749 1.121  0.23
H: -0.112 2.507 -0.395  0.23
H: -1.088 -2.509 -1.289  0.21
H: -3.801 -1.239 1.423  0.19
I: 5.803 0.832 0.269  -0.10
H: 6.291 1.650 1.549  0.10

net charge = 0
Kohn-Sham gap = 9.1 eV
structure (SMILES) = C=C(C)c1cocn1.I
HOMO = -8.5 eV
spin multiplicity = 1
ΔE to the lowest compared entry with this formula, charge and spin = 0.767 eV


[10]
Density functional theory data (ωB97M-V/def2-TZVPD) for C6H8INO2 in the gas phase.

Each line ends with the natural charge from an NBO analysis.
Atoms and positions in Å:
C: -1.214 -0.744 -1.753  -0.62
C: -1.166 -0.411 -0.266  -0.14
C: -2.220 -0.225 0.514  -0.30
I: -4.212 0.148 -0.170  0.13
C: 0.077 -0.703 0.479  0.69
O: 0.271 -1.753 1.022  -0.54
N: 1.017 0.363 0.456  -0.50
C: 2.287 0.122 1.225  -0.42
C: 0.873 1.511 -0.221  0.54
O: -0.152 2.095 -0.440  -0.54
H: -0.815 0.179 -2.284  0.23
H: -2.160 -0.961 -2.003  0.22
H: -0.398 -1.604 -2.004  0.22
H: -2.005 -0.302 1.628  0.23
H: 2.491 -0.894 1.456  0.24
H: 3.241 0.577 0.691  0.21
H: 2.273 0.557 2.171  0.20
H: 1.811 2.042 -0.500  0.12

net charge = 0
Kohn-Sham gap = 9.3 eV
structure (SMILES) = C/C(=C\I)C(=O)N(C)C=O
HOMO = -9.0 eV
spin multiplicity = 1
ΔE to the lowest compared entry with this formula, charge and spin = 0.000 eV


[11]
Density functional theory data (ωB97M-V/def2-TZVPD) for 3 unconnected molecules or ions with the total composition C6H8IO5.

Each line ends with the natural charge from an NBO analysis.
Atoms and positions in Å:
C: 1.806 0.884 -0.336  0.77
C: -0.133 1.242 0.805  0.52
C: 0.753 -0.840 -1.614  -0.62
C: -1.748 3.421 2.255  -0.78
C: 0.579 0.673 -1.213  -0.06
C: -2.533 3.312 0.976  0.79
O: 2.950 0.874 -0.661  -0.53
O: 1.234 1.139 0.902  -0.53
O: -1.795 3.515 -0.086  -0.71
O: -3.715 3.141 0.782  -0.59
O: -0.527 0.917 -0.347  -0.42
I: -4.471 -1.467 -0.597  -1.00
H: -0.203 -1.378 -1.491  0.27
H: 1.063 -0.974 -2.597  0.22
H: 1.514 -1.311 -1.033  0.21
H: -1.259 4.396 2.211  0.23
H: -0.923 2.621 1.981  0.27
H: -2.228 3.095 3.196  0.24
H: 0.474 1.292 -2.122  0.24
H: -2.254 3.173 -0.848  0.50

net charge = -1
Kohn-Sham gap = 5.8 eV
HOMO = -3.3 eV
spin multiplicity = 1
ΔE to the lowest compared entry with this formula, charge and spin = 1.222 eV


[12]
Density functional theory data (ωB97M-V/def2-TZVPD) for a molecular structure, C6H8LiLuO6.

Each line ends with the natural charge from an NBO analysis.
Atoms and positions in Å:
Lu: -1.009 0.793 1.021  1.66
O: 1.142 1.029 1.103  -0.94
O: 0.736 1.563 -3.009  -0.42
C: -0.630 1.756 -3.477  -0.13
C: -1.458 1.233 -2.317  -0.14
O: -0.426 0.921 -1.331  -0.60
C: 0.798 1.168 -1.779  0.44
H: -0.763 2.827 -3.655  0.23
H: -0.749 1.184 -4.401  0.24
H: -1.996 0.299 -2.499  0.24
H: -2.155 1.974 -1.918  0.23
Li: 2.409 0.541 -0.506  0.90
O: 2.549 -0.682 1.039  -0.72
O: 1.096 -0.457 2.755  -0.53
C: 0.676 -1.825 2.844  -0.10
C: -0.725 -1.923 2.235  -0.10
O: -0.786 -1.229 1.040  -1.01
C: 1.612 -0.071 1.575  0.97
H: 1.386 -2.447 2.282  0.21
H: 0.696 -2.108 3.903  0.22
H: -1.450 -1.544 2.988  0.16
H: -0.954 -3.001 2.108  0.20

net charge = +1
Kohn-Sham gap (spin up / spin down) = 6.0 / 9.6 eV
HOMO (spin up / spin down) = -9.5 / -13.5 eV
spin multiplicity = 2
ΔE to the lowest compared entry with this formula, charge and spin = 0.000 eV


Strongest force on any atom? In order: 0.0203 0.1045 0.1154 0.1213 0.1306 0.0809 0.1822 0.0383 0.0915 0.1275 0.0629 0.0488 Eh/bohr.
E? In order: -25411.97020 -10553.18759 -12038.73956 -12601.60592 -32226.24584 -71012.02582 -23010.76725 -23013.96079 -17987.82685 -20035.78592 -24689.92598 -52456.52944 eV.